<a>
# C21H28N4OS

C21H28N4OS in the gas phase (ωB97M-V/def2-TZVPD, the Open Molecules 2025 dataset).

The SMILES is CC(C)CCNC(=O)CNC(=S)N(Cc1ccccc1)Cc1cccnc1. The calculation puts the lowest unoccupied orbital energy at 0.661 eV. As for the highest occupied orbital energy: -8.17 eV.

XYZ file:
```
55
C21H28N4OS, DFT ωB97M-V/def2-TZVPD
C 1.765 1.060 4.039
C 1.948 -0.292 4.726
C 1.686 -0.176 6.226
C 1.083 -1.380 4.077
C -0.422 -1.211 4.297
N -1.171 -2.033 3.368
C -1.758 -1.505 2.283
O -1.890 -0.310 2.090
C -2.287 -2.513 1.249
N -2.035 -1.963 -0.068
C -0.728 -1.741 -0.407
S 0.482 -2.566 0.380
N -0.470 -0.905 -1.436
C -1.555 -0.178 -2.091
C -1.093 0.549 -3.324
C -0.806 -0.162 -4.485
C -0.362 0.497 -5.617
C -0.205 1.873 -5.602
C -0.500 2.588 -4.454
C -0.943 1.928 -3.321
C 0.884 -0.442 -1.657
C 1.101 0.943 -1.113
C 0.569 1.337 0.110
C 0.805 2.625 0.562
C 1.566 3.472 -0.229
N 2.081 3.107 -1.391
C 1.853 1.879 -1.816
H 1.950 0.972 2.971
H 2.463 1.787 4.449
H 0.757 1.440 4.185
H 2.992 -0.598 4.586
H 1.780 -1.146 6.709
H 0.689 0.213 6.416
H 2.405 0.501 6.681
H 1.273 -1.380 3.001
H 1.389 -2.357 4.462
H -0.704 -1.487 5.317
H -0.728 -0.182 4.104
H -0.961 -3.019 3.372
H -1.785 -3.477 1.337
H -3.364 -2.644 1.369
H -2.672 -1.211 -0.294
H -1.995 0.550 -1.392
H -2.322 -0.906 -2.379
H -0.925 -1.236 -4.494
H -0.138 -0.065 -6.512
H 0.144 2.387 -6.485
H -0.381 3.660 -4.436
H -1.171 2.491 -2.427
H 1.117 -0.471 -2.725
H 1.547 -1.146 -1.141
H -0.026 0.657 0.704
H 0.403 2.960 1.505
H 1.775 4.489 0.075
H 2.290 1.626 -2.774
```

=====

<b>
# C21H28N4OS

C21H28N4OS in the gas phase (ωB97M-V/def2-TZVPD, the Open Molecules 2025 dataset).

The SMILES is CCN1CCN(Cc2ccc(NC(=O)Nc3ccc(SC)cc3)cc2)CC1. The calculation puts the lowest unoccupied orbital energy at 0.721 eV. As for the highest occupied orbital energy: -8.25 eV.

XYZ file:
```
55
C21H28N4OS, DFT ωB97M-V/def2-TZVPD
C -3.830 -2.649 -0.977
C -4.095 -1.149 -0.976
N -2.872 -0.365 -0.919
C -2.126 -0.420 -2.166
C -0.843 0.399 -2.066
N -1.180 1.774 -1.758
C -0.074 2.709 -1.892
C 1.100 2.447 -0.981
C 1.055 2.832 0.354
C 2.091 2.530 1.215
C 3.209 1.846 0.752
N 4.254 1.518 1.639
C 4.071 1.098 2.931
O 4.884 1.291 3.809
N 2.882 0.437 3.162
C 2.176 -0.352 2.247
C 0.793 -0.477 2.359
C 0.088 -1.273 1.478
C 0.763 -1.972 0.488
S -0.110 -3.057 -0.623
C -0.721 -4.270 0.591
C 2.137 -1.845 0.361
C 2.841 -1.044 1.236
C 3.285 1.496 -0.591
C 2.232 1.784 -1.439
C -1.862 1.814 -0.482
C -3.159 1.021 -0.598
H -4.768 -3.186 -0.859
H -3.364 -2.973 -1.902
H -3.172 -2.904 -0.152
H -4.704 -0.879 -1.859
H -4.678 -0.900 -0.085
H -2.733 -0.030 -3.004
H -1.860 -1.457 -2.371
H -0.189 -0.047 -1.298
H -0.324 0.367 -3.026
H 0.253 2.668 -2.935
H -0.476 3.708 -1.697
H 0.207 3.389 0.723
H 2.044 2.832 2.250
H 5.181 1.859 1.425
H 2.639 0.340 4.138
H 0.272 0.059 3.139
H -0.987 -1.343 1.548
H -1.310 -4.993 0.037
H 0.125 -4.759 1.065
H -1.338 -3.774 1.334
H 2.651 -2.390 -0.415
H 3.914 -0.971 1.155
H 4.163 0.991 -0.963
H 2.293 1.490 -2.477
H -1.250 1.379 0.327
H -2.096 2.853 -0.235
H -3.794 1.491 -1.371
H -3.692 1.056 0.357
```

=====

Pick <a>: it beats the second-best structure by 0.0124 hartree.